Entry 1:
Computed, not measured: 4 unconnected molecules or ions with the total composition C43H89BrNO18PS at a distorted geometry, with ωB97M-V/def2-TZVPD.

## Properties
- E (a.u.) = -6413.544140
- frontier orbital gap (eV) = 7.9
- LUMO energy (eV) = 0.0

Element x y z (Å)
Br  -0.24509  -1.83114  -3.57608
S  4.14118  0.92366  -2.25636
P  -3.85006  -0.40473  1.56123
O  -2.48277  -0.27791  9.64450
O  -1.32008  0.22625  -1.75053
O  8.04573  2.85536  1.85870
O  3.48411  -0.10686  -1.04178
O  10.34725  1.54303  0.30947
O  0.03933  1.07969  3.08439
O  -1.90023  -6.84013  -4.92978
O  -4.95014  -1.37865  0.62696
O  -3.29509  -0.70573  6.63413
O  5.60334  1.25395  -1.76025
O  -2.41289  -4.39674  0.03049
O  10.78289  4.23214  1.88559
O  -3.42243  -7.14388  -7.57741
O  4.35865  0.17655  -3.63007
O  -1.14500  0.43968  1.13526
O  -3.12542  -4.33249  -6.19426
O  -3.17977  -1.25451  2.92547
O  -0.81133  0.93510  7.38106
N  -4.58328  4.38363  -2.31746
C  10.93574  5.61369  1.61433
C  -3.91526  -3.42140  -5.45148
C  -2.18500  -0.57165  -0.90089
C  -3.28888  -7.13806  -5.14212
C  2.13843  2.65920  3.03905
C  -1.89783  -1.01172  10.70516
C  -1.54489  -1.96554  -0.31216
C  -3.00480  1.88720  0.07015
C  -1.28350  -0.12590  -3.15087
C  -0.36945  1.06456  -3.89576
C  -1.80107  -4.46897  -5.67969
C  -0.40943  -5.94579  -0.67065
C  -5.68998  4.93743  -1.40418
C  -2.25732  -3.32907  -0.96904
C  8.41958  3.02712  0.48286
C  -4.84518  3.26913  -3.30668
C  9.12008  2.70339  2.79649
C  -5.08342  6.13013  -0.40740
C  1.69714  2.49622  -2.86783
C  -4.17087  2.46091  1.10049
C  -3.56334  -7.95551  -6.41120
C  -1.12580  -4.97718  0.44091
C  -3.87531  0.78516  -3.56966
C  -3.49535  2.38857  -3.70406
C  -0.91182  -0.46852  7.09485
C  -3.49268  6.28160  -0.77123
C  -1.30214  -5.90813  -5.84105
C  -2.67726  -0.24528  -3.96520
C  -1.90442  1.51764  8.10395
C  -2.00091  1.06320  9.56351
C  -4.25453  -0.19221  5.72505
C  1.19003  0.96762  -3.29636
C  -3.33820  5.17060  -1.96629
C  3.27140  2.57182  -2.42453
C  2.31768  2.30350  1.44785
C  -1.99161  -0.81769  6.06224
C  -2.46629  0.37640  0.45342
C  10.64406  0.16738  0.48308
C  9.01849  1.76992  -0.16125
C  -1.13571  1.42974  2.21870
C  9.94532  3.97557  3.01251
C  -2.84384  -7.84075  -8.66839
C  0.64687  2.29241  3.65435
H  2.44407  3.79379  3.19283
H  -5.15774  0.05716  6.28894
H  -0.32479  -4.20790  0.80891
H  -0.23228  -5.91720  -5.60344
H  9.07888  1.91249  -1.24465
H  2.66706  0.29815  -0.62367
H  2.92637  2.02643  3.66909
H  -2.70508  2.59921  -2.83901
H  3.41721  3.13615  -1.38301
H  -5.42975  3.64296  -4.27071
H  -1.66092  -3.76466  -1.87642
H  -3.58721  -7.74764  -4.28307
H  -6.83217  4.63805  -1.34666
H  -3.35540  -3.07053  -1.35788
H  1.79542  1.31599  1.09779
H  11.58319  6.07520  2.36397
H  1.23241  0.34740  -2.27773
H  -4.25634  3.62503  0.84916
H  -2.29861  -0.67257  11.66354
H  -1.62980  -2.10390  0.84549
H  -1.86566  -1.85748  5.74490
H  -3.07959  -1.35052  -3.88833
H  1.82254  0.49189  -4.15776
H  -2.88707  -8.81673  -6.44095
H  3.48569  2.13112  1.27569
H  -2.71147  1.69801  10.09778
H  -5.31774  -0.85756  -0.16506
H  -2.58021  -7.10942  -9.43754
H  -1.01384  -1.04721  8.00983
H  -2.18030  -1.18066  2.91498
H  2.04770  3.22677  0.74136
H  9.96436  6.12017  1.58764
H  0.42268  -5.28942  -1.21902
H  0.83506  2.05354  4.80881
H  -5.59207  2.50552  -2.77677
H  -0.38294  -1.94442  -0.57502
H  -3.89405  0.72295  5.24670
H  -0.80614  -0.91723  10.69503
H  8.37002  0.91198  0.04693
H  -2.14354  -2.06749  10.56610
H  9.74783  1.84841  2.54033
H  -2.12352  2.68073  -0.06785
H  -4.95602  -3.53838  -5.76373
H  -4.74252  0.60948  -4.37294
H  -2.43485  -0.06328  -5.11942
H  -4.59592  -8.31764  -6.39177
H  10.75794  -0.32009  -0.49062
H  0.19886  -6.81004  -0.12597
H  -2.37827  4.83628  -2.59214
H  3.88820  3.20341  -3.21463
H  -3.86086  -3.63617  -4.37830
H  8.63932  2.45377  3.74922
H  -4.50001  -0.94569  4.96961
H  -1.92719  -8.35515  -8.36601
H  -0.30695  0.86400  -5.05531
H  -1.01857  1.16073  10.03721
H  7.48703  3.25760  -0.04229
H  -1.12094  -6.34823  -1.50986
H  -1.70909  2.59605  8.10424
H  -2.63673  6.95543  -0.34407
H  -3.87443  2.40420  2.23223
H  9.05786  3.89854  0.35761
H  -3.10685  2.66640  -4.77229
H  -3.51803  1.80268  -0.97940
H  -1.75572  -4.18804  -4.62237
H  -3.89355  -6.23554  -5.09421
H  11.39526  5.71925  0.62840
H  -1.88226  -0.16567  5.18885
H  -3.59366  -2.39596  -5.64944
H  11.58506  0.08965  1.03481
H  -1.38690  -6.25621  -6.87175
H  0.05775  -0.74560  6.66857
H  -2.06474  1.40867  2.92895
H  -2.84644  1.38015  7.57067
H  10.59633  3.84604  3.88012
H  -0.72551  2.14624  -3.62847
H  -5.25076  2.02469  0.86672
H  1.41951  3.31606  -3.65606
H  9.86830  -0.33219  1.07039
H  -3.24592  -0.83090  -1.31182
H  -0.04576  3.24341  3.64264
H  1.06340  2.76055  -1.89113
H  9.26953  4.81564  3.20355
H  -0.88163  2.49123  1.77515
H  -1.36322  -5.67229  1.38190
H  -5.62392  6.76296  0.41578
H  -1.15861  -3.79337  -6.24902
H  -3.56216  -8.55497  -9.08383
H  -4.40616  0.55287  -2.52517


Entry 2:
Computed, not measured: 2 unconnected molecules or ions with the total composition C2H9NS2, with ωB97M-V/def2-TZVPD.

## Properties
- ⟨S²⟩ = 0.7574
- 2S+1 = 2
- E (a.u.) = -932.379200
- frontier orbital gap (alpha / beta) (eV) = 10.8 / 4.1
- net charge = +1
- ΔE to the lowest compared entry with this formula, charge and spin (kcal/mol) = 0.3
- LUMO energy (alpha / beta) (eV) = -3.8 / -8.7

Element x y z (Å)
S  -1.77045  -1.84912  -0.01897
S  -2.26167  0.00942  0.57283
N  1.81977  -0.18306  -0.37740
C  -1.62278  1.08686  -0.72177
C  1.36793  -0.20590  0.96725
H  1.88699  0.67838  -0.89461
H  1.80349  -1.00955  -0.95153
H  -2.31680  1.92529  -0.80393
H  -0.45042  -1.73497  0.22513
H  -0.63291  1.41784  -0.44115
H  2.12183  0.19068  1.65447
H  1.16668  -1.21661  1.27985
H  -1.57390  0.49841  -1.62839
H  0.46224  0.39233  1.13823


Entry 3:
Computed, not measured: 2 unconnected molecules or ions with the total composition C19H15BBrF8NO7 at a distorted geometry, with ωB97M-V/def2-TZVPD.

## Properties
- E (a.u.) = -4712.356834
- frontier orbital gap (eV) = 8.3
- LUMO energy (eV) = -1.6

Element x y z (Å)
Br  3.92128  4.38060  3.21197
F  -4.52513  -1.85968  -3.23290
F  -5.41656  0.21795  -0.02436
F  -6.88067  -0.55030  -2.36102
F  -5.66096  -2.45952  -0.83651
F  -5.50743  -2.12302  1.32072
F  -3.55413  -0.35137  0.98619
F  -6.77713  -1.03457  -4.49490
F  -4.20916  -0.19082  -4.58918
O  6.27796  4.17234  -1.71941
O  1.25714  2.77544  3.42647
O  1.50550  -3.14172  0.07294
O  -0.98008  -1.52973  0.60587
O  1.12848  0.10075  -0.68576
O  5.29924  2.42335  -2.97843
O  -4.18149  0.22064  -2.43318
N  1.05053  -1.62795  1.76519
C  -4.75648  -0.54596  -3.40115
C  3.44778  1.82343  -0.66470
C  -4.36213  -0.62392  -0.07464
C  4.52443  3.55939  0.59019
C  2.71926  2.31731  1.59844
C  -0.94614  -2.78102  2.63664
C  1.91840  -2.42424  0.93614
C  3.37969  -2.28544  1.28146
C  1.43016  0.51413  2.77871
C  -4.83093  -2.06245  0.14845
C  4.41692  2.82771  -0.59441
C  3.67881  3.32435  1.66909
C  1.76062  1.96579  2.69192
C  1.63810  0.44330  0.34826
C  -6.25785  -0.25630  -3.51833
C  1.36154  -0.22400  1.67088
C  -0.37173  -1.93638  1.54365
C  -3.51133  -0.34431  -1.32157
C  2.63171  1.55891  0.42361
B  5.37904  3.12986  -1.80463
H  3.85073  -3.25693  1.16884
H  -0.26396  -3.60355  2.85819
H  -1.03541  -2.19203  3.54981
H  5.10118  1.49134  -2.84888
H  1.24766  0.09406  3.75930
H  5.27736  4.33016  0.68086
H  -3.97300  -2.73784  0.20111
H  -2.91001  -1.21002  -1.59735
H  3.50495  -1.92141  2.29937
H  3.30496  1.23051  -1.56000
H  7.19224  3.88201  -1.66643
H  -1.91012  -3.17764  2.33416
H  -6.41840  0.79515  -3.76261
H  3.84733  -1.55487  0.61859
H  -2.81277  0.42849  -1.00669


Entry 4:
Computed, not measured: a molecular structure, C4H6O2 at a distorted geometry, with ωB97M-V/def2-TZVPD.

## Properties
- E (a.u.) = -306.319023
- frontier orbital gap (eV) = 8.3
- ΔE to the lowest compared entry with this formula, charge and spin (kcal/mol) = 117.5
- LUMO energy (eV) = 0.4

Element x y z (Å)
O  2.38165  1.11450  0.31989
O  0.06986  1.54006  0.00604
C  -0.93414  0.76754  -0.05653
C  1.50193  0.49384  -0.16303
C  -0.97756  -0.49365  0.59761
C  1.06749  -0.71934  -0.66317
H  -1.71008  -1.24768  0.29550
H  1.76259  -1.51074  -0.42708
H  0.60122  -0.77397  -1.64563
H  -1.75221  0.97635  -0.74164
H  -1.65543  0.60655  1.02854
H  -0.35533  -0.75347  1.44950


Entry 5:
Computed, not measured: 2 unconnected molecules or ions with the total composition C4H8O2, with ωB97M-V/def2-TZVPD.

## Properties
- E (a.u.) = -307.636327
- frontier orbital gap (eV) = 10.3
- ΔE to the lowest compared entry with this formula, charge and spin (kcal/mol) = 47.8
- LUMO energy (eV) = 0.6

Element x y z (Å)
O  -1.58736  -0.74459  -1.29208
O  -1.22156  -1.41110  1.44556
C  0.55955  -0.81970  -0.18365
C  0.91978  0.31559  0.41627
C  0.41269  1.67481  0.02228
C  -0.38016  -0.85413  -1.34071
H  -0.60870  1.63736  -0.37167
H  1.70019  0.25740  1.17205
H  0.13236  -0.96556  -2.31633
H  1.00883  -1.77358  0.07874
H  -1.77570  -1.13701  0.69805
H  -0.65881  -0.63303  1.57824
H  0.43203  2.38154  0.85611
H  1.06686  2.07200  -0.76286


Entry 6:
Computed, not measured: a molecular structure, CCl4S2 at a distorted geometry, with ωB97M-V/def2-TZVPD.

## Properties
- E (a.u.) = -2675.154466
- frontier orbital gap (alpha / beta) (eV) = 6.7 / 6.7
- ΔE to the lowest compared entry with this formula, charge and spin (kcal/mol) = 42.4
- LUMO energy (alpha / beta) (eV) = -2.8 / -2.7

Element x y z (Å)
Cl  -0.96333  0.44177  1.89802
Cl  4.26722  0.02924  -0.05274
Cl  -2.38271  -1.08452  0.01984
Cl  -1.20900  1.31515  -1.06918
S  2.49848  0.51638  -0.62345
S  0.36002  -1.12397  -0.22573
C  -1.01872  -0.00038  0.20040


Entry 7:
Computed, not measured: a molecular structure, C18H25BF4N4P2RuS at a distorted geometry, with ωB97M-V/def2-TZVPD.

## Properties
- ⟨S²⟩ = 0.7655
- 2S+1 = 2
- E (a.u.) = -2520.051078
- frontier orbital gap (alpha / beta) (eV) = 6.7 / 6.9
- net charge = +1
- LUMO energy (alpha / beta) (eV) = -4.3 / -4.1

Element x y z (Å)
Ru  -0.81364  0.27257  -1.06153
S  -0.68463  2.00614  -2.78873
P  1.25449  0.25978  0.71143
P  1.00551  -1.14162  -2.14202
F  -4.02689  -1.45057  -3.08722
F  -1.82260  -1.53303  -2.44108
F  -3.44090  -2.27195  -1.04477
F  -3.17356  -0.04745  -1.46627
N  -1.12528  2.41042  0.07851
N  -0.13807  4.56655  -2.48235
N  -1.87856  0.04957  1.01889
N  -0.82593  3.52269  -0.56417
C  1.93271  -1.42150  0.48270
C  2.75965  1.31525  0.59247
C  -0.54088  3.47332  -1.82821
C  -2.16919  3.68372  1.89235
C  3.05997  -3.37518  1.33125
C  -3.07132  -0.26641  3.47831
C  -1.75466  2.42066  1.21226
C  2.31953  -3.32396  -0.94843
C  -2.26486  -1.15113  1.41467
C  -2.09992  1.13093  1.78758
C  1.81351  -2.03987  -0.77083
C  2.56750  -2.09605  1.52104
C  0.74620  -2.36239  -3.46963
C  -2.68219  0.99088  3.05343
C  2.38942  -0.16667  -2.86834
C  2.93109  -3.99180  0.09810
C  0.93012  0.36937  2.51317
C  -2.89409  -1.35697  2.63637
B  -3.20576  -1.37999  -2.03969
H  3.29567  -0.77037  -2.89138
H  2.11860  0.11237  -3.88594
H  -0.14385  5.45913  -2.02049
H  2.56735  0.74432  -2.30252
H  0.43806  1.31824  2.72253
H  0.16045  -1.87080  -4.24652
H  2.56786  2.25828  1.10359
H  -2.81969  1.84870  3.69282
H  -0.03296  4.52566  -3.48358
H  1.84998  0.32197  3.09161
H  -3.24806  3.71371  2.03333
H  0.26738  -0.44303  2.80141
H  3.00818  1.52681  -0.44400
H  3.59951  0.79918  1.05715
H  3.54207  -3.89393  2.14578
H  -2.07709  -1.97294  0.72977
H  0.16227  -3.20249  -3.09886
H  2.69316  -1.62943  2.48630
H  -3.22079  -2.34429  2.92092
H  -3.52384  -0.39652  4.44971
H  -1.86218  4.53940  1.29672
H  3.31852  -4.98854  -0.04986
H  1.69773  -2.69007  -3.89215
H  2.24752  -3.80665  -1.91052
H  -1.70260  3.74594  2.87490


Entry 8:
Computed, not measured: 2 unconnected molecules or ions with the total composition C7H7ClN2OS3 at a distorted geometry, with ωB97M-V/def2-TZVPD.

## Properties
- E (a.u.) = -2110.397938
- frontier orbital gap (alpha / beta) (eV) = 6.2 / 6.2
- ΔE to the lowest compared entry with this formula, charge and spin (kcal/mol) = 0.0
- LUMO energy (alpha / beta) (eV) = -1.6 / -1.6

Element x y z (Å)
Cl  -3.37601  1.78242  1.11759
S  1.30519  -2.35120  3.44910
S  1.60931  1.60827  1.35762
S  -0.88920  2.29924  3.02332
O  2.13572  0.70514  2.38374
N  0.84023  -0.00879  -2.66280
N  1.45805  0.82087  -0.09386
C  -2.16142  1.26209  -0.00098
C  0.22735  0.85570  -0.52300
C  -0.79933  1.33279  0.39427
C  -0.15181  0.39724  -1.83113
C  -0.22403  1.69339  1.57938
C  -1.48959  0.36240  -2.14341
C  -2.48356  0.77910  -1.23264
H  0.24391  2.15275  3.72444
H  0.63659  -0.25357  -3.61423
H  1.79024  0.09939  -2.35498
H  -3.51847  0.71560  -1.52953
H  1.72877  -1.18245  2.95666
H  -1.80148  0.00435  -3.11168
H  1.68079  -2.02820  4.68306


Among the records above, which one has the highest E? C4H6O2